1.
Below is a molecular structure, C26H16BrN4O5RbS2, with properties calculated with ωB97M-V/def2-TZVPD.

Output
Lowest unoccupied orbital energy = 3.66 eV
HOMO-LUMO gap = 5.8 eV
Strongest force on any atom = 0.011 Eh/bohr
ΔE to the lowest compared entry with this formula, charge and spin = 6.38 kcal/mol
Total charge = -2
Total energy = -4990.3062 hartree
HOMO = -2.1 eV

Structure (XYZ):
```
55
Properties=species:S:1:pos:R:3:forces:R:3
Rb 1.3542 0.0456 -0.3684 -0.05 -0.28 -0.42
O 4.9316 5.0449 2.4171 -0.02 0.07 0.06
C 4.3226 3.8662 2.0555 -0.03 -0.06 -0.02
C 3.1024 3.4891 2.5934 0.13 0.05 0.02
C 2.5423 2.2934 2.1704 -0.02 -0.12 -0.03
N 3.1364 1.5107 1.2683 0.03 0.13 0.09
C 4.3230 1.8705 0.7692 -0.10 -0.13 0.03
C 4.9585 3.0468 1.1390 0.01 0.07 0.04
C 4.9927 0.9222 -0.2610 -0.05 -0.10 -0.05
O 6.1811 1.1836 -0.5279 -0.08 -0.04 0.01
O 4.2646 0.0030 -0.7124 0.06 0.05 0.09
C 1.1761 1.8530 2.7506 -0.14 -0.02 -0.09
O 0.8811 2.3536 3.8518 0.00 -0.03 -0.09
O 0.5039 1.0609 2.0388 0.08 0.22 0.19
H 4.3511 5.4811 3.0504 0.03 -0.01 -0.03
H 2.5808 4.0804 3.3376 0.00 -0.03 0.00
H 5.9196 3.2938 0.7116 -0.01 -0.02 0.00
Br -6.6421 -0.4524 -0.4840 -0.01 0.01 0.00
C -4.8779 -1.1592 -0.4044 0.05 -0.02 0.00
C -3.8303 -0.3326 -0.0342 0.00 0.01 -0.01
C -2.5500 -0.8600 -0.0031 0.07 0.00 0.01
C -2.3197 -2.1939 -0.3205 0.00 -0.09 0.01
C -3.3862 -3.0012 -0.7058 -0.01 -0.07 -0.05
C -4.6724 -2.4848 -0.7490 0.03 -0.01 0.00
N -0.9788 -2.6216 -0.3045 -0.05 0.54 -0.12
C -0.6367 -3.7982 -0.0365 0.13 -0.30 0.09
C 0.7999 -4.1866 -0.0860 -0.13 0.09 0.01
C 1.1794 -5.5156 0.0152 0.02 -0.15 0.03
C 2.5303 -5.8282 -0.0610 -0.04 -0.04 0.01
C 3.4469 -4.8069 -0.2283 -0.01 -0.01 0.01
C 2.9746 -3.4987 -0.3090 -0.05 0.05 0.01
N 1.6824 -3.2033 -0.2392 0.25 0.28 -0.04
H -3.9952 0.7133 0.1924 0.00 -0.03 0.01
H -1.6964 -0.2468 0.2531 -0.11 0.11 0.06
H -3.2052 -4.0215 -1.0224 -0.02 0.01 0.00
H -5.5019 -3.0992 -1.0712 0.00 0.00 0.00
H -1.3537 -4.5796 0.2474 0.02 -0.06 -0.01
H 0.4294 -6.2867 0.1467 0.02 0.00 0.00
H 2.8587 -6.8583 0.0104 -0.01 0.01 0.00
H 4.5077 -5.0076 -0.2901 0.01 0.02 -0.01
H 3.6548 -2.6566 -0.4309 -0.05 -0.02 0.00
S -0.6122 -0.0696 -4.4768 0.00 0.04 0.01
C -1.4060 0.9359 -3.3795 -0.32 0.17 0.27
N -1.0856 1.2450 -2.1440 0.20 -0.07 0.06
C -2.0029 2.0665 -1.5251 0.05 -0.04 0.01
C -1.9085 2.5098 -0.2019 0.05 0.03 0.00
C -2.9246 3.2931 0.3267 0.04 -0.02 -0.02
C -4.0369 3.6460 -0.4406 0.01 -0.05 -0.10
C -4.1406 3.2174 -1.7606 0.02 0.01 0.06
C -3.1243 2.4350 -2.2931 -0.02 -0.02 -0.06
S -2.9645 1.7219 -3.8667 0.06 -0.11 -0.05
H -1.0550 2.2244 0.4079 -0.05 0.01 0.01
H -2.8511 3.6278 1.3548 0.01 -0.02 -0.02
H -4.8240 4.2527 -0.0077 0.01 -0.01 -0.01
H -5.0033 3.4815 -2.3626 0.02 0.00 0.03
```
Forces are in eV/Å.


2.
Below is a single C2H3N3S molecule at a distorted geometry, with properties calculated with ωB97M-V/def2-TZVPD.

Output
Lowest unoccupied orbital energy = 0.62 eV
HOMO-LUMO gap = 8.3 eV
SMILES = c1cn2sn2[nH]1
Strongest force on any atom = 0.064 Eh/bohr
ΔE to the lowest compared entry with this formula, charge and spin = 101.40 kcal/mol
Total energy = -640.2981 hartree
HOMO = -7.6 eV

Structure (XYZ):
```
9
Properties=species:S:1:pos:R:3:forces:R:3
C -0.0667 -0.9804 -0.3859 -0.62 1.93 2.62
C -0.0692 -0.5802 0.9527 -0.50 -0.04 -3.10
N -0.1832 0.7970 1.0203 -0.28 0.35 -0.19
S 1.3723 1.6514 0.6753 1.43 0.55 0.19
N -0.1447 1.2549 -0.2770 -0.80 1.45 -1.31
N -0.1594 0.1994 -1.1631 0.14 -0.50 2.69
H -0.3792 -1.9486 -0.6439 0.30 -1.01 -1.06
H -0.2423 -0.9486 1.9200 0.20 -1.73 0.59
H -0.1277 0.5550 -2.0985 0.13 -1.00 -0.43
```
Forces are in eV/Å.


3.
Below is a molecular structure, C36H45N3O2P2RhS2Se2, with properties calculated with ωB97M-V/def2-TZVPD.

Output
Lowest unoccupied orbital energy = -3.46 eV
HOMO-LUMO gap = 6.4 eV
Strongest force on any atom = 0.018 Eh/bohr
ΔE to the lowest compared entry with this formula, charge and spin = 25.80 kcal/mol
Total charge = +1
Total energy = -8105.9514 hartree
HOMO = -9.8 eV

Structure (XYZ):
```
93
Properties=species:S:1:pos:R:3:forces:R:3
Rh -0.1761 0.7842 -1.0399 0.03 -0.05 0.90
O -3.4258 1.1091 0.6949 -0.20 -0.06 0.04
C -4.3043 1.7898 -0.1902 0.11 0.03 -0.02
C -3.9963 1.5662 -1.6808 0.05 0.01 0.02
C -5.3541 1.7443 -2.3886 0.01 0.02 -0.11
O -5.2725 1.6511 -3.8024 0.01 -0.02 0.06
C -3.0431 2.6289 -2.2223 -0.01 0.12 -0.09
Se -1.3900 2.9824 -1.2311 -0.01 -0.14 0.00
C -3.5077 0.1366 -1.9691 0.02 -0.11 0.08
Se -1.6977 -0.1614 -2.6514 -0.27 0.08 0.16
H -2.8926 1.7727 1.1400 0.17 0.03 -0.12
H -4.2651 2.8635 0.0046 -0.08 0.05 0.02
H -5.3216 1.4541 0.0288 -0.01 -0.09 -0.01
H -5.8078 2.6942 -2.0834 0.00 0.02 -0.01
H -6.0249 0.9447 -2.0690 -0.01 -0.01 0.00
H -5.0275 2.5069 -4.1638 -0.01 0.01 0.01
H -3.5559 3.5956 -2.2283 0.03 0.03 0.05
H -2.7844 2.3842 -3.2507 -0.03 0.01 -0.03
H -4.0776 -0.2599 -2.8123 -0.01 -0.07 -0.02
H -3.6646 -0.5215 -1.1166 0.06 0.04 0.03
C 5.2729 -3.1775 3.0769 0.02 -0.03 -0.04
S 4.3510 -2.6200 4.5213 0.00 0.02 0.00
C 2.6670 -2.8034 3.8977 -0.02 0.05 -0.05
C 2.2891 -1.7826 2.8299 0.05 -0.12 0.05
C 0.8600 -1.9848 2.3488 0.02 -0.02 -0.06
N 0.4703 -1.0760 1.2677 0.11 -0.06 -0.04
P 0.5437 -1.3612 -0.4092 -0.36 -0.17 0.13
C 2.1363 -2.1461 -0.7402 0.12 -0.07 0.03
C 3.2181 -1.3595 -1.1421 -0.05 -0.13 0.05
C 4.4755 -1.9276 -1.2952 -0.05 0.04 0.01
C 4.6584 -3.2798 -1.0482 0.07 -0.01 -0.01
C 3.5878 -4.0711 -0.6555 -0.06 -0.04 0.03
C 2.3288 -3.5122 -0.5039 0.04 0.14 -0.02
C -0.6947 -2.6540 -0.6942 0.19 -0.12 -0.19
C -1.7992 -2.7804 0.1412 0.03 0.08 -0.02
C -2.7911 -3.7055 -0.1517 -0.01 0.00 0.02
C -2.6868 -4.5049 -1.2807 0.00 0.00 -0.01
C -1.5911 -4.3761 -2.1244 0.00 0.01 0.02
C -0.6008 -3.4522 -1.8351 -0.04 0.02 0.04
P -0.1720 0.4788 1.3572 0.10 0.28 -0.54
C -0.8254 0.6372 3.0260 -0.35 -0.04 -0.12
C -2.0814 0.0766 3.2809 0.07 -0.02 0.04
C -2.5950 0.0971 4.5673 0.02 0.01 0.04
C -1.8661 0.6836 5.5958 -0.03 -0.01 -0.03
C -0.6259 1.2523 5.3417 0.03 0.00 -0.05
C -0.1016 1.2325 4.0562 0.04 0.00 0.03
C 1.2184 1.6546 1.2216 0.02 0.07 0.03
C 2.5496 1.2487 1.0940 -0.04 -0.02 -0.06
C 3.5489 2.1790 0.8548 -0.05 0.00 0.01
C 3.2306 3.5268 0.7474 -0.03 0.01 0.03
C 1.9125 3.9467 0.8846 0.00 -0.02 0.01
C 0.9099 3.0172 1.1131 0.04 -0.01 0.01
H 6.3238 -3.1966 3.3606 -0.01 0.00 0.00
H 5.1580 -2.5077 2.2249 -0.01 0.01 0.02
H 4.9723 -4.1866 2.7936 0.00 0.00 0.01
H 2.0176 -2.7023 4.7698 0.00 0.01 0.01
H 2.5413 -3.8223 3.5214 -0.01 0.00 -0.01
H 2.9675 -1.8776 1.9758 -0.02 0.01 0.03
H 2.4108 -0.7745 3.2332 -0.01 0.01 0.03
H 0.1543 -1.8563 3.1741 0.02 0.02 0.01
H 0.7251 -3.0069 1.9853 -0.01 -0.02 -0.03
H 3.0808 -0.3040 -1.3301 -0.01 0.07 -0.01
H 5.3095 -1.3156 -1.6136 -0.01 0.00 0.00
H 5.6392 -3.7219 -1.1694 -0.02 0.00 0.00
H 3.7322 -5.1281 -0.4718 0.00 0.02 0.00
H 1.4937 -4.1355 -0.2118 0.00 -0.01 0.02
H -1.8982 -2.1441 1.0121 0.02 -0.01 0.03
H -3.6471 -3.7998 0.5041 0.01 0.00 -0.01
H -3.4605 -5.2274 -1.5065 0.01 0.02 0.01
H -1.5130 -4.9903 -3.0120 0.01 0.01 0.01
H 0.2400 -3.3429 -2.5090 0.03 0.00 0.00
H -2.6557 -0.3625 2.4725 0.01 0.05 0.02
H -3.5658 -0.3369 4.7679 0.01 0.01 -0.01
H -2.2709 0.7021 6.5995 0.01 0.00 -0.01
H -0.0641 1.7120 6.1443 0.00 -0.01 -0.01
H 0.8686 1.6723 3.8574 -0.02 0.01 0.01
H 2.8014 0.2008 1.1765 0.00 -0.01 -0.02
H 4.5766 1.8537 0.7564 -0.01 -0.01 0.01
H 4.0133 4.2531 0.5682 -0.01 -0.01 -0.01
H 1.6626 4.9977 0.8116 0.01 -0.02 -0.01
H -0.1201 3.3467 1.1908 0.04 0.00 0.05
S 1.2895 1.0552 -2.7581 0.21 0.04 -0.43
C 0.6756 2.3765 -3.6961 0.03 0.05 -0.04
N 1.2974 3.5477 -3.7830 -0.06 0.14 0.08
C 0.4413 4.5459 -4.4394 0.03 -0.06 -0.09
C -0.6872 3.6682 -5.0323 0.10 -0.06 0.08
N -0.3956 2.3511 -4.4601 0.05 0.07 0.09
H 1.9939 3.7859 -3.0954 -0.02 0.01 -0.05
H 0.9887 5.0810 -5.2110 0.02 0.00 0.00
H 0.0636 5.2568 -3.7055 -0.01 -0.03 0.02
H -0.6411 3.6224 -6.1183 0.00 0.00 -0.03
H -1.6766 4.0064 -4.7330 -0.02 0.03 0.04
H -1.0508 1.5823 -4.3561 -0.10 -0.08 -0.05
```
Forces are in eV/Å.


4.
Below is a molecular structure, C2H5NO3, with properties calculated with ωB97M-V/def2-TZVPD.

Output
Lowest unoccupied orbital energy = 0.42 eV
HOMO-LUMO gap = 9.9 eV
Strongest force on any atom = 0.007 Eh/bohr
ΔE to the lowest compared entry with this formula, charge and spin = 67.50 kcal/mol
Total energy = -359.6017 hartree
HOMO = -9.5 eV

Structure (XYZ):
```
11
Properties=species:S:1:pos:R:3:forces:R:3
C 0.2145 -0.8826 -0.5414 -0.07 -0.04 0.15
N 0.8440 -0.2666 0.4472 -0.22 0.18 -0.01
C 0.3771 1.2566 0.4494 -0.06 -0.25 -0.05
O -0.3635 -2.0643 -0.4506 0.09 0.31 0.05
O -1.1163 0.6570 -0.3436 0.34 0.02 0.06
O 0.2232 1.7656 1.5309 -0.02 -0.21 -0.22
H -0.6184 -2.2603 0.4636 0.06 0.04 -0.04
H -1.5172 1.2906 -0.9557 0.06 -0.06 0.07
H 0.6987 -0.6364 1.3829 -0.04 0.01 -0.05
H 0.4183 -0.6046 -1.5641 -0.05 0.05 0.01
H 0.8397 1.7449 -0.4185 -0.08 -0.06 0.00
```
Forces are in eV/Å.